1.
Molecular formula: C31H92B2ClF5N2O24
Method: DFT, wB97M-V/def2-TZVPD

## Properties
**Max |F|**: 7.01 eV/Å
**HOMO**: -9.04 eV

```
! wB97M-V def2-TZVPD RIJCOSX def2/J DEFGRID3
* xyz 0 1
Cl -3.05 -1.50 3.48
F 0.47 -3.21 -3.64
F 2.27 -1.79 -2.99
F 0.68 -1.06 -4.58
F -0.56 0.14 -2.76
F -1.46 -2.01 -2.36
O -2.63 2.39 1.69
O -7.72 -0.83 -2.94
O 1.74 2.28 1.06
O 4.33 0.99 -4.87
O -0.42 0.29 2.88
O -3.30 4.76 7.36
O -3.89 -5.09 0.89
O 2.81 6.47 0.43
O -3.96 -1.66 6.44
O 4.87 3.41 1.61
O 3.41 0.64 -1.24
O 0.63 -2.34 0.16
O -5.57 1.29 -2.58
O 5.05 3.97 -3.80
O 4.31 0.18 -2.06
O 5.95 -2.79 0.14
O -1.88 -4.63 5.43
O 0.68 5.12 -3.10
O 12.01 -0.93 -4.48
O -3.91 3.06 4.25
O -8.44 1.88 -3.67
O -4.41 0.62 1.38
O 9.53 -1.18 -0.89
O -6.24 -1.07 -0.48
N 0.78 2.34 -1.28
N 1.27 -0.55 1.47
C -0.23 -0.27 1.70
C -7.49 -1.66 -0.17
C 2.14 6.30 -0.81
C 2.94 -0.42 -0.30
C 5.90 4.74 -2.97
C -2.25 -2.64 2.20
C 0.43 4.23 -4.18
C -7.97 -1.72 -4.01
C 12.75 -0.28 -3.46
C 6.80 -2.02 0.97
C 0.18 -1.16 -0.59
C -4.72 0.69 -3.54
C -2.93 -5.55 5.67
C 1.03 -4.89 0.45
C -4.26 5.44 8.15
C 5.68 2.26 1.80
C 0.73 -3.58 -0.53
C -0.93 -3.40 2.78
C 5.18 0.39 -5.84
C -9.40 2.56 -2.88
C -3.23 -1.01 7.46
C -2.16 -2.02 0.70
C -4.46 2.48 5.41
C -5.11 -5.12 0.17
C 2.24 -5.85 -0.17
C -2.18 0.37 -0.14
C 0.84 -1.79 -3.27
C -1.11 -0.77 0.43
C -0.19 -1.20 -2.16
C 9.23 -0.49 -2.09
C 1.37 -0.13 -0.02
B 1.26 1.48 -0.12
B -3.07 1.14 0.99
H -2.94 -0.09 -0.94
H 5.17 0.98 -6.75
H -5.03 -5.85 -0.65
H -5.22 2.18 -2.41
H 5.43 1.79 2.75
H -2.54 4.56 7.94
H 5.51 1.56 0.98
H -7.38 -2.25 0.74
H 6.20 -1.50 1.72
H -8.97 3.48 -2.49
H 1.91 -6.36 -1.20
H 8.15 -0.39 -2.19
H -0.18 4.73 -4.93
H -3.75 -5.98 1.25
H -3.50 -1.45 8.42
H 3.18 -5.15 -0.31
H 1.38 3.92 -4.61
H 6.20 0.32 -5.44
H -9.72 1.91 -2.06
H -8.58 -1.22 -4.76
H -5.93 -5.40 0.84
H 2.88 6.16 -1.60
H 3.58 -0.23 0.70
H 1.55 7.19 -1.02
H -10.26 2.80 -3.51
H 12.51 0.79 -3.46
H 9.11 -2.06 -0.95
H -3.70 -1.26 5.59
H 2.45 -6.70 0.64
H -3.89 -5.06 5.49
H -0.95 -4.51 2.37
H 7.35 -1.30 0.36
H -0.02 2.92 -0.91
H -7.79 -2.33 -0.99
H -0.20 -3.91 -1.20
H -5.12 5.68 7.52
H -4.65 0.00 0.62
H 4.81 -0.62 -6.06
H -7.02 -2.04 -4.45
H 1.13 2.16 1.84
H 6.60 4.08 -2.47
H -3.40 2.68 2.29
H -3.83 6.36 8.54
H 7.50 -2.69 1.47
H 13.82 -0.43 -3.63
H 0.09 -2.86 2.66
H -3.07 -3.51 2.11
H -4.92 3.25 6.02
H 12.28 -0.52 -5.32
H 5.34 -2.18 -0.30
H 6.45 5.46 -3.58
H -1.10 -3.52 3.96
H -1.64 1.24 -0.75
H 4.68 1.88 -4.70
H -4.73 1.29 -4.46
H 0.03 -5.53 0.53
H -7.68 1.68 -3.09
H -2.88 -5.90 6.70
H 9.69 0.50 -2.06
H -8.24 -0.88 -0.03
H 9.63 -1.05 -2.94
H -6.36 -0.56 -1.30
H -8.50 -2.59 -3.63
H -5.09 -0.31 -3.76
H -3.70 0.63 -3.15
H 1.57 2.98 -1.60
H 6.73 2.56 1.81
H -4.58 4.79 8.97
H -1.91 -2.94 -0.02
H 1.48 5.43 -0.75
H 1.16 5.89 -3.47
H 12.47 -0.71 -2.49
H 5.30 5.27 -2.22
H -2.00 -3.89 6.04
H -5.22 1.75 5.11
H -0.10 3.36 -3.80
H -5.31 -4.13 -0.25
H -7.24 -0.06 -3.30
H 3.22 -1.50 -0.64
H 1.33 -4.56 1.55
H 1.93 -0.08 2.12
H 3.95 3.11 1.61
H -3.24 3.70 4.54
H 3.95 0.44 -2.98
H -2.16 -1.16 7.29
H -3.29 -1.76 0.40
H 3.32 5.66 0.59
H -3.46 0.05 7.46
H -2.83 -6.40 4.99
H 4.44 4.59 -4.24
H 1.65 -3.57 -1.28
H -3.67 1.97 5.97
*
```

These are the Löwdin partial charges, in e, on atoms 1 to 99: atom 1 (Cl): 0.641, atom 2 (F): 0.009, atom 3 (F): 0.062, atom 4 (F): 0.017, atom 5 (F): 0.002, atom 6 (F): 0.001, atom 7 (O): 0.025, atom 8 (O): -0.158, atom 9 (O): 0.028, atom 10 (O): -0.143, atom 11 (O): -0.007, atom 12 (O): -0.141, atom 13 (O): -0.149, atom 14 (O): -0.120, atom 15 (O): -0.173, atom 16 (O): -0.132, atom 17 (O): -0.227, atom 18 (O): -0.167, atom 19 (O): -0.136, atom 20 (O): -0.137, atom 21 (O): -0.073, atom 22 (O): -0.133, atom 23 (O): -0.163, atom 24 (O): -0.153, atom 25 (O): -0.139, atom 26 (O): -0.129, atom 27 (O): -0.142, atom 28 (O): 0.015, atom 29 (O): -0.144, atom 30 (O): -0.147, atom 31 (N): 0.119, atom 32 (N): 0.075, atom 33 (C): -0.204, atom 34 (C): -0.151, atom 35 (C): -0.176, atom 36 (C): -0.039, atom 37 (C): -0.142, atom 38 (C): -0.568, atom 39 (C): -0.155, atom 40 (C): -0.126, atom 41 (C): -0.170, atom 42 (C): -0.158, atom 43 (C): -0.122, atom 44 (C): -0.117, atom 45 (C): -0.147, atom 46 (C): -0.211, atom 47 (C): -0.162, atom 48 (C): -0.161, atom 49 (C): -0.196, atom 50 (C): -0.111, atom 51 (C): -0.138, atom 52 (C): -0.149, atom 53 (C): -0.165, atom 54 (C): -0.104, atom 55 (C): -0.141, atom 56 (C): -0.141, atom 57 (C): -0.138, atom 58 (C): -0.025, atom 59 (C): -0.131, atom 60 (C): -0.129, atom 61 (C): -0.053, atom 62 (C): -0.161, atom 63 (C): -0.157, atom 64 (B): -0.403, atom 65 (B): -0.472, atom 66 (H): 0.124, atom 67 (H): 0.079, atom 68 (H): 0.078, atom 69 (H): 0.111, atom 70 (H): 0.078, atom 71 (H): 0.089, atom 72 (H): 0.064, atom 73 (H): 0.082, atom 74 (H): 0.073, atom 75 (H): 0.077, atom 76 (H): 0.089, atom 77 (H): 0.071, atom 78 (H): 0.077, atom 79 (H): 0.091, atom 80 (H): 0.079, atom 81 (H): 0.082, atom 82 (H): 0.074, atom 83 (H): 0.080, atom 84 (H): 0.079, atom 85 (H): 0.084, atom 86 (H): 0.081, atom 87 (H): 0.060, atom 88 (H): 0.152, atom 89 (H): 0.086, atom 90 (H): 0.081, atom 91 (H): 0.076, atom 92 (H): 0.079, atom 93 (H): -0.049, atom 94 (H): 0.085, atom 95 (H): 0.080, atom 96 (H): 0.087, atom 97 (H): 0.061, atom 98 (H): 0.086, atom 99 (H): 0.066

2.
Molecular formula: C7H14O
Method: DFT, wB97M-V/def2-TZVPD

## Properties
**Max |F|**: 0.32 eV/Å
**SMILES string**: C/C(O)=C(\C)C(C)C
**Energy above the lowest of the compared OMol25 structures with the same formula, charge and spin**: 49.4 kJ/mol
**HOMO**: -8.06 eV

```
! wB97M-V def2-TZVPD RIJCOSX def2/J DEFGRID3
* xyz 0 1
O -1.81 1.77 -0.02
C -0.18 -1.62 0.02
C 1.79 0.45 1.26
C -2.79 -0.39 0.00
C 1.81 0.39 -1.26
C 0.98 0.69 -0.01
C -0.31 -0.12 0.00
C -1.53 0.43 -0.01
H 1.20 0.67 2.14
H -2.84 -1.03 -0.87
H 2.69 1.03 -1.29
H 2.12 -0.59 1.32
H -2.84 -1.01 0.89
H 0.86 -1.92 0.04
H 2.13 -0.64 -1.28
H 0.74 1.76 -0.04
H -0.99 2.28 -0.02
H 2.68 1.08 1.27
H 1.22 0.58 -2.16
H -0.64 -2.05 -0.87
H -0.67 -2.04 0.89
H -3.64 0.29 -0.01
*
```

Let us look at the Löwdin charges, expressed in e, one per atom: atom 1 (O): 0.035, atom 2 (C): -0.055, atom 3 (C): -0.063, atom 4 (C): -0.021, atom 5 (C): -0.064, atom 6 (C): -0.393, atom 7 (C): -0.244, atom 8 (C): -0.342, atom 9 (H): 0.083, atom 10 (H): 0.084, atom 11 (H): 0.076, atom 12 (H): 0.073, atom 13 (H): 0.083, atom 14 (H): 0.065, atom 15 (H): 0.073, atom 16 (H): 0.119, atom 17 (H): 0.085, atom 18 (H): 0.076, atom 19 (H): 0.083, atom 20 (H): 0.084, atom 21 (H): 0.082, atom 22 (H): 0.081

3.
Molecular formula: C3H5NO2Si
Method: DFT, wB97M-V/def2-TZVPD

## Properties
**Max |F|**: 3.76 eV/Å
**SMILES string**: O=C1N=CO[C@@H]1[SiH3]
**Energy above the lowest of the compared OMol25 structures with the same formula, charge and spin**: 327.5 kJ/mol
**HOMO**: -10.17 eV

```
! wB97M-V def2-TZVPD RIJCOSX def2/J DEFGRID3
* xyz 0 1
Si -0.22 -1.65 0.67
O -1.09 0.50 -0.81
O 2.37 0.72 -0.23
N 0.43 1.94 0.04
C -0.77 1.64 -0.15
C 1.19 0.78 -0.32
C 0.31 -0.34 -0.69
H 0.41 -2.94 0.76
H -1.76 -1.73 0.59
H 0.48 -0.69 -1.68
H -1.49 2.41 0.11
H 0.15 -0.65 1.72
*
```

Let us look at the Löwdin charges, expressed in e, one per atom: atom 1 (Si): 0.767, atom 2 (O): -0.098, atom 3 (O): 0.110, atom 4 (N): 0.159, atom 5 (C): -0.241, atom 6 (C): -0.551, atom 7 (C): -0.232, atom 8 (H): -0.093, atom 9 (H): -0.038, atom 10 (H): 0.107, atom 11 (H): 0.143, atom 12 (H): -0.033

4.
Molecular formula: C10H24P
Method: DFT, wB97M-V/def2-TZVPD

## Properties
**Max |F|**: 5.54 eV/Å
**Energy above the lowest of the compared OMol25 structures with the same formula, charge and spin**: 425.6 kJ/mol
**HOMO (alpha / beta)**: -10.88 / -13.32 eV

```
! wB97M-V def2-TZVPD RIJCOSX def2/J DEFGRID3
* xyz 1 1
P -0.91 0.67 -0.06
C 2.33 -0.76 -0.08
C -1.88 -0.82 0.61
C -0.92 -1.75 1.51
C -1.72 2.17 0.46
C 3.06 0.58 -0.51
C -2.47 -1.72 -0.45
C 4.11 1.07 0.56
C -1.22 0.55 -1.84
C 3.46 0.60 -1.93
C -2.99 -0.20 1.35
H -0.52 -2.50 0.94
H -1.95 -0.31 -1.98
H -1.83 -2.13 -1.24
H -2.64 2.19 -0.12
H -0.27 0.26 -2.32
H 2.13 1.25 -0.43
H 3.05 -0.18 -2.65
H 4.49 1.98 0.30
H -0.27 -1.13 1.98
H -3.61 0.35 0.71
H -1.65 1.46 -2.27
H 2.01 -0.83 0.94
H 4.95 0.34 0.64
H -2.83 -2.56 0.09
H 3.60 1.06 1.50
H 2.97 -1.67 -0.24
H -1.74 2.20 1.64
H -1.12 3.17 0.26
H -3.39 -1.31 -0.81
H -1.55 -1.98 2.42
H 1.43 -0.89 -0.65
H 4.09 1.37 -2.19
H -2.65 0.50 2.06
H -3.54 -1.04 1.80
*
```

Let us look at the Löwdin charges, expressed in e, one per atom: atom 1 (P): 1.075, atom 2 (C): -0.109, atom 3 (C): -0.664, atom 4 (C): -0.026, atom 5 (C): -0.285, atom 6 (C): -0.457, atom 7 (C): -0.112, atom 8 (C): -0.036, atom 9 (C): -0.222, atom 10 (C): 0.143, atom 11 (C): -0.120, atom 12 (H): 0.060, atom 13 (H): 0.051, atom 14 (H): 0.106, atom 15 (H): 0.060, atom 16 (H): 0.048, atom 17 (H): 0.126, atom 18 (H): 0.106, atom 19 (H): 0.034, atom 20 (H): 0.014, atom 21 (H): 0.070, atom 22 (H): 0.060, atom 23 (H): 0.055, atom 24 (H): 0.105, atom 25 (H): 0.088, atom 26 (H): 0.071, atom 27 (H): 0.100, atom 28 (H): 0.096, atom 29 (H): 0.109, atom 30 (H): 0.089, atom 31 (H): 0.116, atom 32 (H): 0.022, atom 33 (H): 0.039, atom 34 (H): 0.060, atom 35 (H): 0.127